{
  "formula": "C26H28B2Cl2F9N2O3",
  "method": "the ωB97M-V functional and the def2-TZVPD basis",
  "elements": ["Cl", "Cl", "F", "F", "F", "F", "F", "F", "F", "F", "F", "O", "O", "O", "N", "N", "C", "C", "C", "C", "C", "C", "C", "C", "C", "C", "C", "C", "C", "C", "C", "C", "C", "C", "C", "C", "C", "C", "C", "C", "C", "C", "B", "B", "H", "H", "H", "H", "H", "H", "H", "H", "H", "H", "H", "H", "H", "H", "H", "H", "H", "H", "H", "H", "H", "H", "H", "H", "H", "H", "H", "H"],
  "coordinates": [[-1.801554, 5.678199, 4.866414], [0.372278, 8.819568, 3.249593], [-0.042158, 1.532016, 0.055759], [-0.094582, 4.569785, -1.176854], [1.309678, 1.195755, -3.233744], [1.019254, -1.417548, -2.748448], [1.593689, 2.566174, -1.153298], [-0.325333, -1.172635, -0.944616], [-0.960618, 0.602916, -2.923685], [1.915919, -0.429822, -0.863623], [-0.528015, 3.417834, -3.087825], [-4.502635, 5.962736, -2.237515], [-0.632785, 3.121170, 3.059687], [-5.826521, 5.173339, -0.302414], [1.162022, 4.169204, 1.507694], [-2.443548, 4.817743, 0.654005], [2.081776, -6.984689, -2.460086], [0.276006, 0.870786, -2.291969], [-2.665673, 3.433154, 0.166751], [1.929904, -10.425328, 0.387610], [3.412164, -11.171022, -1.361222], [1.799227, -4.730714, -3.266178], [-1.348563, 5.187681, 1.554926], [2.460464, -12.100015, -1.771416], [1.696910, -4.275369, -1.955493], [0.754599, -0.545151, -1.643490], [1.988710, -6.527997, -1.148749], [1.793149, -5.173181, -0.896549], [0.108473, 6.979598, 3.109998], [1.244211, -12.191740, -1.101669], [-2.093096, 7.763987, 1.708141], [-3.336761, 5.890817, 0.229405], [0.243722, 2.071607, -1.227334], [3.144732, -10.331106, -0.284493], [1.059050, 5.546354, 5.145150], [0.980427, -11.358152, -0.019283], [-0.658939, 3.328986, -1.648336], [-1.121648, 6.627784, 2.110992], [-2.217082, 3.182677, -1.366802], [-3.215945, 7.368343, 0.716160], [-0.171748, 6.481556, 4.637763], [1.989257, -6.086167, -3.518597], [-0.211908, 4.095471, 2.073405], [-4.590053, 5.682173, -0.830114], [1.543446, -3.222731, -1.759075], [2.065256, -6.441998, -4.540677], [2.667089, -12.752480, -2.613212], [-0.144730, 7.399540, 5.337948], [-3.789172, 3.144054, 0.190612], [-2.791750, 3.800140, -2.131993], [-3.954430, 8.185829, 0.380099], [-5.653551, 5.046358, 0.660292], [2.227456, -8.042012, -2.657126], [1.452917, 4.844306, 4.338024], [-4.579406, 5.103743, -2.728369], [-2.064815, 8.842550, 2.062757], [1.925828, 6.172462, 5.574202], [0.501346, -12.914366, -1.423204], [1.729689, -4.029716, -4.091339], [3.884421, -9.602496, 0.031886], [1.817429, 4.011501, 2.294960], [0.683453, 4.907360, 6.029891], [-0.763237, 2.288149, 2.552254], [0.034807, -11.434483, 0.506774], [1.346684, 5.125983, 1.172956], [1.115890, 6.589123, 2.703005], [-2.179342, 2.602865, 0.775578], [2.067596, -7.227718, -0.323428], [-2.488825, 2.077723, -1.585359], [1.715687, -4.817574, 0.125717], [1.722404, -9.771882, 1.228662], [4.361404, -11.101008, -1.881489]],
  "atomic_forces_ev_per_a": [[1.126, 0.498, -0.207], [-0.265, -1.444, -0.487], [-0.034, 1.190, -2.351], [-1.408, -2.981, -0.624], [-3.019, -0.761, 1.925], [-0.491, 2.567, 2.804], [-3.182, -1.294, -0.073], [3.022, 1.912, -1.299], [2.693, 1.029, 1.306], [-3.258, -0.323, -1.830], [-0.113, -0.366, 3.010], [0.445, -1.767, 2.345], [0.546, 0.871, -2.652], [3.237, 0.955, 0.116], [-2.030, 1.269, 2.573], [0.541, 4.696, 1.875], [0.007, 0.046, 0.013], [1.267, -0.883, -1.152], [-0.691, -1.749, -1.499], [0.001, -0.058, -0.092], [-0.094, 0.000, 0.017], [-0.010, -0.053, 0.075], [-0.447, 2.403, 0.029], [-0.010, 0.068, 0.065], [0.040, -0.179, 0.083], [-0.115, -2.149, -0.760], [-0.020, 0.082, -0.050], [0.016, -0.078, -0.123], [-0.689, -0.244, 0.046], [0.049, 0.045, 0.028], [-1.001, -4.058, -1.899], [1.024, 2.540, 1.178], [2.572, 0.848, 0.686], [-0.049, -0.022, -0.014], [-0.601, -0.262, 0.765], [0.077, 0.032, -0.050], [-0.232, 1.292, -1.809], [-2.431, 0.483, -2.160], [0.256, -0.606, 0.401], [2.725, -2.640, 1.585], [1.989, 0.308, 0.668], [-0.012, 0.054, 0.091], [0.357, -0.944, 0.046], [-1.761, -1.007, -0.963], [0.079, -0.273, 0.025], [-0.005, 0.027, 0.089], [-0.017, 0.053, 0.075], [-0.425, -1.506, -1.393], [1.774, 0.940, 0.130], [1.006, -0.548, 1.155], [1.215, -1.747, 0.392], [-0.702, 0.018, -0.798], [-0.008, 0.080, 0.047], [-0.613, 0.963, 1.091], [-0.356, 1.312, 0.303], [0.307, -1.756, -0.367], [-1.399, -0.734, -0.981], [0.072, 0.058, 0.037], [0.001, -0.046, 0.054], [-0.050, -0.072, -0.024], [-0.143, -0.495, -0.958], [0.564, 0.954, -1.509], [0.312, 0.321, 0.880], [0.072, 0.008, -0.048], [0.039, -0.830, -0.419], [-1.851, 0.542, 0.799], [-0.343, 1.712, -0.363], [-0.021, 0.025, -0.086], [0.501, 1.764, 0.317], [0.013, -0.029, -0.073], [0.019, -0.061, -0.052], [-0.072, -0.003, 0.041]],
  "lowdin_charge": [0.63, 0.61, 0.07, 0.06, 0.09, 0.08, 0.08, 0.09, 0.10, 0.13, 0.05, 0.11, 0.06, 0.13, 0.18, 0.01, -0.09, -0.19, -0.08, -0.11, -0.10, -0.09, 0.06, -0.10, -0.10, -0.30, -0.09, -0.09, -0.57, -0.10, 0.05, 0.03, -0.20, -0.11, -0.10, -0.10, -0.26, -0.12, -0.01, 0.07, -0.67, -0.09, -0.53, -0.48, 0.06, 0.10, 0.10, 0.09, 0.16, 0.13, 0.14, 0.11, 0.10, 0.06, 0.12, 0.10, 0.10, 0.10, 0.10, 0.10, 0.10, 0.10, 0.10, 0.10, 0.08, 0.11, 0.13, 0.09, 0.16, 0.10, 0.10, 0.10],
  "charge": 1,
  "e_homo_ev": -10.3,
  "gap_ev": 5.480,
  "lumo_energy_ev": -4.9,
  "e_tot_ev": -87386.3311
}

=====

{
  "formula": "C26H28BNO3P2Tb",
  "method": "the ωB97M-V functional and the def2-TZVPD basis",
  "elements": ["Tb", "P", "P", "O", "O", "O", "N", "C", "C", "C", "C", "C", "C", "C", "C", "C", "C", "C", "C", "C", "C", "C", "C", "C", "C", "C", "C", "C", "C", "C", "C", "C", "C", "B", "H", "H", "H", "H", "H", "H", "H", "H", "H", "H", "H", "H", "H", "H", "H", "H", "H", "H", "H", "H", "H", "H", "H", "H", "H", "H", "H", "H"],
  "coordinates": [[1.730064, -0.545835, -1.227246], [2.178074, 1.828140, 0.317552], [-1.013554, -0.852085, 2.321427], [-0.958723, -3.410326, 0.882892], [3.837333, -1.305923, 1.478529], [0.271172, -1.916062, -0.286987], [-1.681233, 2.424772, -0.067789], [0.302368, -3.161089, -0.980140], [-0.145458, 2.802764, -3.439865], [1.089430, 3.382334, 0.468894], [0.639949, 3.918459, -3.209636], [3.584280, 2.542998, -0.625679], [0.913783, 4.309253, -1.892551], [3.216817, -0.970067, 0.553405], [-1.707496, -1.956385, 3.591717], [-1.280885, 0.800323, -2.411286], [1.224795, -3.522713, -1.958156], [-2.247682, 0.551330, 2.227009], [-0.837384, 2.200097, -2.376598], [0.355819, 3.602933, -0.821021], [-2.939342, 0.541132, 0.886837], [2.876898, 1.982284, 2.004935], [0.741065, -5.821555, -1.295398], [-3.445205, -0.328293, -1.715305], [0.449995, -0.103825, 3.082279], [-2.324143, 1.232456, -0.224516], [-4.329406, -0.648750, -0.688605], [1.441462, -4.907313, -2.086560], [-0.815109, 2.786628, -1.074856], [-0.200162, -5.414741, -0.341929], [-4.035574, -0.274425, 0.627071], [-2.385426, 0.551993, -1.475355], [-0.397779, -4.048619, -0.189379], [-0.594252, -2.057564, 0.861235], [-0.056197, 0.073765, -1.879525], [1.354175, -0.600740, 2.709198], [-5.228577, -1.224366, -0.898861], [4.374808, 1.787853, -0.744971], [2.172626, -5.265613, -2.815130], [0.491928, 0.962830, 2.835414], [3.981439, 3.394783, -0.054391], [1.628707, 5.110185, -1.689221], [-0.979367, -2.753010, 3.789844], [-1.907802, -1.398765, 4.515264], [-1.415440, 0.382795, -3.407967], [-4.629283, -0.648234, 1.463208], [0.399110, -0.220383, 4.173488], [0.928745, -6.888690, -1.424046], [2.077810, 2.218230, 2.721094], [-3.571623, -0.728489, -2.722676], [3.612968, 2.799445, 2.012273], [0.371504, 3.183077, 1.278401], [3.258114, 2.885844, -1.616330], [1.742439, 4.234804, 0.709523], [-2.633282, -2.407428, 3.215780], [3.364273, 1.046656, 2.298264], [-1.713295, 1.503713, 2.362504], [1.095670, 4.458566, -4.039202], [1.714237, -2.767792, -2.606297], [-0.236248, 2.359257, -4.433414], [-0.735575, -6.112447, 0.293309], [-2.976355, 0.401827, 3.039541]],
  "atomic_forces_ev_per_a": [[2.417, 1.174, -1.321], [-0.031, 1.905, 0.773], [-0.831, 1.155, 1.805], [-0.513, 1.492, 0.749], [0.308, -0.063, 0.293], [-2.760, -0.674, 1.222], [1.894, -1.888, 0.667], [0.402, 0.302, 1.259], [0.003, -0.213, 0.148], [-0.522, 0.134, -0.172], [-0.173, 0.443, -0.418], [0.157, -0.049, -0.208], [0.034, -0.592, 0.454], [-0.009, -0.016, 0.336], [0.208, -0.463, -0.323], [0.248, 0.330, 0.404], [-0.208, -0.189, -0.127], [-0.543, 0.357, -0.861], [0.522, 0.001, 0.182], [-0.951, 0.139, -0.518], [-0.368, 0.312, -0.654], [0.247, -0.320, 0.305], [-0.367, -0.085, 0.132], [0.143, -0.081, 0.277], [0.590, -0.320, -0.191], [0.368, 0.760, -0.060], [-0.499, -0.172, -0.409], [-0.068, 0.612, -0.317], [0.379, -0.282, -0.072], [-0.137, 0.105, -0.150], [0.654, -0.042, 0.064], [0.074, -0.493, 0.086], [1.044, -0.578, -0.334], [0.814, -2.027, -2.327], [-3.115, 1.059, -1.351], [-0.014, 0.200, 0.157], [0.237, 0.061, 0.041], [-0.176, 0.228, 0.045], [-0.332, 0.122, 0.226], [-0.081, -0.382, -0.044], [-0.064, -0.181, -0.307], [0.043, -0.395, -0.086], [-0.237, 0.096, 0.064], [0.094, -0.016, -0.344], [0.202, -0.179, 0.092], [0.133, -0.097, -0.206], [-0.091, -0.007, -0.304], [-0.033, 0.355, 0.052], [0.330, -0.022, -0.189], [-0.044, -0.021, 0.282], [-0.261, -0.267, 0.110], [0.296, 0.172, -0.106], [0.068, -0.067, 0.206], [-0.101, -0.300, 0.124], [0.158, 0.080, 0.105], [0.012, 0.289, 0.107], [0.014, -0.404, 0.041], [-0.128, -0.140, 0.192], [-0.136, -0.884, 0.401], [0.107, 0.172, 0.190], [0.176, -0.018, -0.104], [0.422, -0.129, -0.087]],
  "lowdin_spin": [6.58, 0.00, 0.00, 0.00, -0.25, -0.01, 0.01, 0.00, 0.00, 0.00, 0.00, -0.02, 0.00, -0.37, 0.00, 0.02, 0.02, 0.00, 0.00, 0.00, 0.00, 0.01, 0.00, 0.00, -0.01, 0.00, 0.00, 0.00, 0.00, 0.00, 0.00, 0.00, 0.00, -0.01, 0.02, -0.01, 0.00, -0.01, 0.00, 0.00, 0.00, 0.00, 0.00, 0.00, 0.00, 0.00, 0.00, 0.00, 0.00, 0.00, 0.00, 0.00, 0.00, 0.00, 0.00, 0.00, 0.00, 0.00, 0.02, 0.00, 0.00, 0.00],
  "spin_multiplicity": 7,
  "charge": 1,
  "e_homo_ev": [-8.9, -8.2],
  "gap_ev": [5.065, 4.435],
  "lumo_energy_ev": [-3.8, -3.8],
  "e_tot_ev": -76727.1215
}

=====

{
  "formula": "C26H28ClP2Y",
  "method": "the ωB97M-V functional and the def2-TZVPD basis",
  "elements": ["Y", "Cl", "P", "P", "C", "C", "C", "C", "C", "C", "C", "C", "C", "C", "C", "C", "C", "C", "C", "C", "C", "C", "C", "C", "C", "C", "C", "C", "C", "C", "H", "H", "H", "H", "H", "H", "H", "H", "H", "H", "H", "H", "H", "H", "H", "H", "H", "H", "H", "H", "H", "H", "H", "H", "H", "H", "H", "H"],
  "coordinates": [[0.477512, -0.199037, 2.181673], [1.303452, 1.974583, 2.927401], [-1.988211, -0.893775, 2.050093], [0.647136, 0.326339, -0.684427], [0.613560, -1.357746, 5.812737], [4.605777, -0.341316, -3.041495], [0.926449, -2.011594, 4.617105], [1.252678, 4.429552, -0.764059], [-3.544492, -1.773844, 2.026935], [-2.221167, 0.911161, 2.292409], [4.529493, -0.780459, -1.717766], [-0.485413, 2.626111, -2.019642], [1.362349, 3.057896, -0.540749], [3.495492, 0.262244, -3.639110], [-3.005607, -0.820759, -2.219008], [-0.088966, -2.182770, 3.642779], [-1.329965, -1.926337, -3.569327], [-2.001975, -0.209748, -1.476821], [3.356063, -0.618409, -0.981543], [2.307467, 0.438625, -2.908316], [-2.678844, -1.666580, -3.285772], [0.458806, 2.139506, -1.102573], [-1.189952, -1.240486, 3.645207], [-0.581628, -0.656207, 5.943236], [-0.587472, 4.005335, -2.272078], [-0.317342, -1.398639, -2.747357], [-1.439397, -0.523170, 4.845919], [0.263369, 4.910980, -1.635453], [-0.639323, -0.483630, -1.724326], [2.228713, -0.000557, -1.573423], [-2.920678, 1.022933, 3.131458], [5.402604, -1.245298, -1.255724], [-2.342838, 0.094077, 4.896411], [1.306641, -4.718379, -3.362178], [0.558459, -4.774305, -3.407167], [1.911141, -2.485305, 4.490043], [-0.828452, -0.160926, 6.881530], [5.540356, -0.456970, -3.599522], [-1.336829, 4.381328, -2.983480], [-4.035134, -1.585840, 1.054035], [0.720286, -1.710808, -2.923858], [-2.292637, 0.487706, -0.685671], [-1.128018, 1.948022, -2.574397], [1.464022, 0.951907, -3.387946], [-4.187190, -1.455640, 2.866109], [3.548813, 0.613007, -4.674338], [-3.479696, -2.108856, -3.889489], [-4.052724, -0.617988, -1.975454], [3.325011, -0.947748, 0.060167], [0.169524, 5.993226, -1.804773], [1.304775, -1.400404, 6.666926], [-1.279461, 1.464136, 2.535744], [2.159757, 2.692175, 0.104044], [-3.315387, -2.851311, 2.120350], [-0.128348, -3.047439, 2.936388], [1.928211, 5.128469, -0.261124], [-1.075340, -2.563000, -4.430966], [-2.665416, 1.355951, 1.390619]],
  "atomic_forces_ev_per_a": [[2.325, 1.657, -1.034], [-0.201, -0.537, 0.009], [-0.712, -0.393, -0.298], [0.368, 0.704, -1.457], [0.173, 0.731, 0.343], [-0.168, 0.041, 0.090], [-0.429, -1.287, -0.499], [-0.217, -0.082, -0.294], [-0.705, -0.185, -0.223], [-0.632, -0.022, 0.062], [0.087, -0.023, 0.027], [-0.021, 0.252, 0.090], [-0.109, -0.111, 0.415], [-0.349, 0.036, 0.268], [-0.039, -0.030, -0.084], [-0.241, 0.536, 0.493], [-0.270, -0.090, 0.194], [0.268, -0.204, 0.161], [-0.603, 0.380, -0.402], [0.561, 0.002, -0.152], [0.323, 0.115, -0.005], [-0.120, 0.305, -0.056], [-0.026, -1.226, 2.134], [-0.100, -0.034, 0.066], [0.074, -0.012, -0.081], [-0.135, 0.118, -0.074], [0.206, -0.292, -0.927], [0.080, -0.084, 0.245], [-0.307, -0.563, -0.060], [0.402, -0.280, 0.041], [0.264, 0.419, -0.226], [-0.297, 0.148, -0.113], [0.564, -0.030, 0.146], [-0.333, -0.019, -0.026], [0.335, 0.028, 0.030], [-0.671, -0.205, 0.279], [0.059, -0.181, -0.201], [-0.413, 0.024, 0.211], [0.395, -0.307, 0.360], [0.110, -0.178, 0.491], [-0.496, 0.328, 0.031], [0.154, -0.090, -0.257], [-0.004, 0.103, 0.205], [0.345, -0.282, 0.276], [0.210, -0.142, -0.413], [-0.027, -0.135, 0.426], [0.435, 0.182, 0.220], [0.364, -0.037, -0.178], [0.012, 0.022, -0.223], [0.009, -0.623, 0.023], [-0.214, 0.144, -0.582], [-0.600, -0.062, -0.082], [-0.129, 0.101, -0.002], [-0.159, 0.482, -0.100], [0.625, 1.013, 0.085], [-0.194, -0.348, -0.257], [-0.047, 0.300, 0.619], [0.218, -0.078, 0.269]],
  "nbo_charge": [1.77, -0.52, 0.80, 0.71, -0.13, -0.17, -0.21, -0.18, -0.92, -0.95, -0.19, -0.25, -0.24, -0.19, -0.20, -0.36, -0.13, -0.23, -0.23, -0.22, -0.19, -0.25, -0.50, -0.15, -0.20, -0.22, -0.11, -0.17, -0.35, -0.26, 0.27, 0.24, 0.25, 0.01, -0.01, 0.26, 0.27, 0.24, 0.24, 0.28, 0.24, 0.20, 0.23, 0.24, 0.27, 0.24, 0.24, 0.23, 0.19, 0.24, 0.27, 0.25, 0.22, 0.28, 0.29, 0.24, 0.23, 0.29],
  "relative_energy_kj_mol": 0.00,
  "charge": 2,
  "e_homo_ev": -13.9,
  "gap_ev": 6.183,
  "lumo_energy_ev": -7.7,
  "e_tot_ev": -59545.1561
}